Below is C18H28Br2LaN5P as an isolated structure, with properties calculated with ωB97M-V with the def2-TZVPD basis set.

Positions of all 55 atoms, in Å:
La  11.660  -7.367  -11.460
Br  12.422  -12.166  -16.412
C  12.032  -10.835  -15.280
C  10.756  -10.610  -14.752
C  10.688  -9.464  -13.999
N  11.686  -8.632  -13.630
C  12.897  -8.942  -14.084
C  13.121  -10.048  -14.932
C  14.097  -8.217  -13.556
C  15.277  -8.078  -14.302
C  16.417  -7.578  -13.690
Br  18.003  -7.672  -14.519
C  16.327  -7.327  -12.354
C  15.166  -7.444  -11.659
N  14.022  -7.881  -12.219
H  9.964  -11.271  -14.976
H  9.712  -9.200  -13.542
H  14.108  -10.188  -15.329
H  15.387  -8.420  -15.322
H  17.209  -6.931  -11.871
H  15.133  -7.202  -10.651
C  13.563  -5.557  -8.258
P  12.501  -4.867  -9.585
C  13.620  -3.593  -10.364
C  11.175  -4.020  -8.620
H  14.480  -5.756  -8.668
H  13.181  -6.457  -7.766
H  13.653  -4.777  -7.490
H  13.658  -2.586  -9.828
H  13.125  -3.409  -11.338
H  14.620  -4.009  -10.299
H  11.759  -3.628  -7.801
H  10.609  -4.815  -8.165
H  10.659  -3.246  -9.131
C  10.681  -10.770  -10.893
N  9.784  -9.589  -10.748
C  8.502  -9.821  -11.361
C  9.869  -8.960  -9.455
N  10.910  -8.190  -9.206
N  8.848  -9.073  -8.606
C  7.956  -10.200  -8.598
C  8.612  -8.247  -7.475
H  10.195  -11.708  -10.535
H  11.624  -10.563  -10.389
H  10.926  -10.972  -11.957
H  8.660  -9.671  -12.426
H  7.712  -9.183  -10.962
H  8.219  -10.931  -11.221
H  11.031  -8.042  -8.239
H  8.455  -11.147  -8.913
H  7.097  -10.090  -9.247
H  7.664  -10.373  -7.580
H  9.096  -8.690  -6.577
H  7.581  -8.256  -7.335
H  8.979  -7.288  -7.681

Forces on atoms 1 to 2 (eV/Å):
La -0.2319 -0.0213 1.2556
Br -0.0766 -1.6521 -1.2221

## Properties
charge	+3
highest occupied orbital energy	-17.7	eV
Kohn-Sham gap	8.05	eV
LUMO level	-9.61	eV

***

Below is one molecule with the formula C18H28ClN3O, with properties calculated with ωB97M-V with the def2-TZVPD basis set.

Positions of all 51 atoms, in Å:
C  -5.317  -3.122  -1.191
C  -5.988  -1.754  -1.150
C  -5.277  -0.803  -0.190
C  -5.944  0.570  -0.155
C  -5.294  1.528  0.853
C  -3.881  1.878  0.413
O  -3.651  2.753  -0.391
N  -2.930  1.092  0.994
C  -1.547  1.079  0.778
C  -0.782  0.119  1.432
C  0.581  0.051  1.238
C  1.261  0.937  0.389
N  2.625  0.862  0.222
C  3.252  1.056  -1.074
C  4.262  -0.055  -1.344
N  5.360  0.012  -0.394
C  6.162  -1.197  -0.389
C  7.572  -0.925  0.122
C  4.901  0.442  0.920
C  3.427  0.113  1.164
C  0.471  1.930  -0.215
Cl  1.179  3.205  -1.157
C  -0.899  1.993  -0.045
H  -5.835  -3.782  -1.881
H  -5.326  -3.582  -0.205
H  -4.283  -3.029  -1.516
H  -7.029  -1.869  -0.841
H  -5.986  -1.319  -2.152
H  -5.286  -1.240  0.813
H  -4.236  -0.699  -0.504
H  -5.894  1.024  -1.147
H  -6.998  0.450  0.106
H  -5.298  1.084  1.851
H  -5.869  2.454  0.877
H  -3.252  0.383  1.637
H  -1.258  -0.591  2.094
H  1.132  -0.721  1.749
H  2.491  1.036  -1.856
H  3.769  2.022  -1.114
H  4.673  0.070  -2.351
H  3.741  -1.029  -1.312
H  5.695  -2.004  0.204
H  6.230  -1.545  -1.423
H  7.567  -0.631  1.169
H  8.020  -0.122  -0.456
H  8.182  -1.819  0.020
H  5.036  1.526  1.000
H  5.507  -0.030  1.694
H  3.282  -0.976  1.067
H  3.146  0.407  2.179
H  -1.465  2.766  -0.535

Forces on atoms 1 to 2 (eV/Å):
C -0.1813 0.1657 -0.0802
C 0.2698 -0.0934 0.1978

## Properties
SMILES	CCCCCC(=O)Nc1ccc(N2CCN(CC)CC2)c(Cl)c1
highest occupied orbital energy	-7.4	eV
Kohn-Sham gap	8.11	eV
LUMO level	0.69	eV

***

Below is C18H28ClNNbO7 as an isolated structure, with properties calculated with ωB97M-V with the def2-TZVPD basis set.

Positions of all 56 atoms, in Å:
C  -5.273  -4.207  -2.573
C  -3.912  -4.041  -1.896
C  -2.743  -4.165  -2.874
C  -1.373  -3.965  -2.243
C  -1.111  -2.567  -1.707
C  0.310  -2.416  -1.170
C  0.751  -0.981  -0.864
Nb  -0.513  0.600  -0.016
C  0.587  1.004  1.921
C  0.447  0.110  3.167
C  -0.977  0.162  3.670
O  -1.508  1.142  4.078
O  -1.623  -1.061  3.634
C  0.766  2.101  -1.259
C  0.392  2.232  -2.657
O  0.564  1.526  -3.585
Cl  -0.431  3.850  -2.985
O  -1.865  2.038  0.494
N  -2.785  2.466  -0.458
O  -3.858  2.010  -0.325
H  -5.217  -3.918  -3.628
H  -5.617  -5.246  -2.546
H  -6.048  -3.593  -2.109
H  -3.791  -4.804  -1.118
H  -3.851  -3.075  -1.388
H  -2.879  -3.428  -3.679
H  -2.785  -5.154  -3.350
H  -1.247  -4.693  -1.426
H  -0.600  -4.199  -2.987
H  -1.278  -1.816  -2.492
H  -1.817  -2.315  -0.910
H  0.990  -2.869  -1.908
H  0.412  -3.022  -0.260
H  1.218  -0.553  -1.762
H  1.534  -0.993  -0.081
H  -1.717  0.331  -1.368
H  -1.419  -0.711  0.901
H  1.653  1.026  1.639
H  0.297  2.024  2.216
H  0.715  -0.920  2.933
H  1.090  0.445  3.994
H  -2.136  -1.093  2.809
H  1.793  1.714  -1.235
H  0.674  3.036  -0.708
C  5.594  3.059  2.120
C  5.886  4.341  1.930
C  4.829  5.385  1.974
O  5.103  6.555  1.810
C  3.438  4.938  2.226
C  3.141  3.655  2.417
C  4.198  2.614  2.387
O  3.947  1.446  2.575
H  6.340  2.275  2.096
H  6.891  4.694  1.737
H  2.686  5.717  2.242
H  2.129  3.309  2.593

Forces on atoms 1 to 2 (eV/Å):
C -0.0877 -0.0558 -0.1805
C 0.1851 -0.0241 0.1265

## Properties
charge	-1
highest occupied orbital energy	-5.7	eV
Kohn-Sham gap	5.87	eV
LUMO level	0.20	eV

***

Below is C18H28ClNOTi as an isolated structure, with properties calculated with ωB97M-V with the def2-TZVPD basis set.

Positions of all 50 atoms, in Å:
C  0.443  1.336  -3.899
C  1.727  1.659  -4.686
C  0.158  -0.168  -3.941
C  -0.762  2.095  -4.482
Cl  0.696  1.910  -2.242
H  0.058  -0.505  -4.984
H  -0.781  -0.400  -3.432
H  0.948  -0.757  -3.471
H  1.563  1.445  -5.752
H  2.572  1.055  -4.334
H  2.001  2.718  -4.585
H  -0.817  1.911  -5.565
H  -0.670  3.177  -4.314
H  -1.696  1.746  -4.025
C  1.483  -1.210  1.390
C  0.617  -2.218  0.858
C  0.732  -2.180  -0.576
H  0.022  -2.901  1.463
C  1.630  -1.120  -0.923
C  2.116  -0.543  0.288
H  2.925  0.183  0.369
H  1.679  -1.038  2.447
H  0.311  -2.899  -1.279
H  2.007  -0.894  -1.919
C  -2.433  0.624  0.424
C  -2.401  -0.661  1.058
C  -2.079  -1.632  0.067
H  -2.650  -0.877  2.095
C  -1.868  -0.951  -1.175
C  -2.104  0.454  -0.959
H  -2.137  1.233  -1.715
H  -2.782  1.542  0.890
H  -2.066  -2.708  0.223
H  -1.644  -1.416  -2.130
Ti  -0.256  -0.243  0.253
C  0.432  2.405  4.867
N  -0.141  1.941  3.606
C  -1.578  1.695  3.546
C  0.604  1.714  2.539
C  2.054  2.051  2.587
O  0.037  1.212  1.492
H  -0.401  2.565  5.553
H  0.976  3.350  4.735
H  1.119  1.666  5.306
H  -2.034  2.241  2.715
H  -1.797  0.626  3.440
H  -1.990  2.051  4.490
H  2.584  1.286  3.175
H  2.459  2.070  1.574
H  2.195  3.034  3.054

Forces on atoms 1 to 2 (eV/Å):
C -0.2063 -0.3664 -2.1675
C -0.0187 0.0978 0.0918

## Properties
charge	+2
highest occupied orbital energy	-16.0	eV
Kohn-Sham gap	8.09	eV
LUMO level	-7.89	eV